1.
Below is an isolated ion of composition C15H24BrClNO2 and charge +1, with properties calculated with the ωB97M-V functional and the def2-TZVPD basis.

Properties
- Molecular weight: 365.72 g mol⁻¹
- Gap between HOMO and LUMO: 0.3597 Ha
- Lowest unoccupied orbital energy: -0.0820 Ha
- Structure (SMILES): COCCC[NH2+]CCCCOc1c(Cl)cc(C)cc1Br

Structure (ORCA input):
```
! RIJCOSX wB97M-V def2-TZVPD def2/J DEFGRID3
* xyz 1 1
C -0.538 0.464 -2.815
H -0.821 1.498 -2.633
O 0.695 0.265 -2.163
C 1.237 -1.030 -2.363
C 2.733 -0.990 -2.057
C 3.038 -0.805 -0.576
N 2.391 0.421 -0.055
H 1.374 0.213 0.105
C 2.961 0.954 1.202
C 2.704 0.052 2.406
H 3.303 0.454 3.223
H 3.067 -0.958 2.213
C 1.247 -0.001 2.879
H 0.815 1.001 2.851
C 0.341 -0.968 2.114
H 0.841 -1.931 1.969
H -0.572 -1.139 2.687
O 0.002 -0.464 0.813
C -1.311 -0.131 0.582
C -1.662 1.193 0.334
C -2.956 1.570 0.038
C -3.962 0.611 -0.006
C -3.629 -0.718 0.231
C -2.325 -1.087 0.513
Cl -1.932 -2.756 0.752
H -4.393 -1.479 0.188
C -5.375 1.003 -0.288
H -5.419 1.916 -0.875
H -5.899 0.212 -0.817
H -5.900 1.182 0.651
H -3.186 2.607 -0.149
Br -0.285 2.499 0.380
H 1.243 -0.331 3.918
H 2.513 1.933 1.382
H 4.037 1.083 1.066
H 2.409 1.137 -0.788
H 4.118 -0.725 -0.432
H 2.669 -1.661 -0.010
H 3.186 -1.923 -2.391
H 3.178 -0.175 -2.631
H 0.721 -1.758 -1.722
H 1.094 -1.335 -3.407
H -1.310 -0.206 -2.421
H -0.444 0.303 -3.894
*
```

***

2.
Below is an isolated ion of composition C7H12F3N4 and charge +1, with properties calculated with the ωB97M-V functional and the def2-TZVPD basis.

Properties
- Molecular weight: 209.20 g mol⁻¹
- Gap between HOMO and LUMO: 0.2758 Ha
- Lowest unoccupied orbital energy: -0.1962 Ha
- Structure (SMILES): CN(N)[C@H]([N+]1=CC=NCC1)C(F)(F)F
- Energy relative to the best compared isomer or geometry (same formula, charge and spin): 178.9 kJ/mol

Structure (ORCA input):
```
! RIJCOSX wB97M-V def2-TZVPD def2/J DEFGRID3
* xyz 1 1
C -1.950 -1.903 -1.092
C -1.519 -0.263 -2.650
C -1.371 0.714 -1.420
C -1.217 -1.131 -0.142
C 0.476 0.572 0.315
C 1.243 1.572 2.421
C 1.758 -0.120 -0.476
N -1.852 -1.522 -2.275
N -0.670 -0.016 -0.397
N 0.506 0.561 1.774
N 0.727 -0.767 2.231
F 1.520 -1.386 -0.776
F 2.096 0.608 -1.539
F 2.767 -0.067 0.370
H -2.381 -2.937 -0.825
H -2.526 0.108 -3.257
H -0.588 -0.300 -3.214
H -0.950 1.628 -1.865
H -2.394 1.011 -1.045
H -0.909 -1.721 0.776
H 0.474 1.697 0.127
H 1.132 1.439 3.407
H 2.388 1.458 2.182
H 0.837 2.515 2.057
H 0.671 -0.742 3.332
H 1.732 -1.008 1.979
*
```

***

3.
Below is one molecule with the formula C5H7NO, with properties calculated with the ωB97M-V functional and the def2-TZVPD basis.

Properties
- Molecular weight: 97.12 g mol⁻¹
- Gap between HOMO and LUMO: 0.3365 Ha
- Lowest unoccupied orbital energy: 0.0036 Ha
- Energy relative to the best compared isomer or geometry (same formula, charge and spin): 492.1 kJ/mol

Structure (ORCA input):
```
! RIJCOSX wB97M-V def2-TZVPD def2/J DEFGRID3
* xyz 0 1
C -1.538 -0.394 0.447
C -1.167 0.442 -0.737
C 1.664 1.799 0.736
O 1.069 0.647 0.886
C 1.546 -0.546 0.279
N 0.779 -1.287 -0.364
C -0.598 -0.959 -0.590
H -1.111 -0.100 1.399
H -2.536 -0.814 0.496
H -1.885 0.561 -1.540
H -0.579 1.331 -0.537
H 2.632 1.578 0.207
H 2.610 -0.727 0.433
H -1.042 -1.700 -1.246
*
```

***

4.
Below is a 2-piece molecular cluster, C5H14O overall, with properties calculated with the ωB97M-V functional and the def2-TZVPD basis.

Properties
- Molecular weight: 90.17 g mol⁻¹
- Gap between HOMO and LUMO (alpha / beta): 0.1084 / 0.4017 Ha
- Lowest unoccupied orbital energy (alpha / beta): 0.1535 / 0.1447 Ha
- Energy relative to the best compared isomer or geometry (same formula, charge and spin): 74.5 kJ/mol

Structure (ORCA input):
```
! RIJCOSX wB97M-V def2-TZVPD def2/J DEFGRID3
* xyz -1 2
C -1.071 -1.042 1.571
C -1.631 -0.288 0.352
C -0.848 -0.604 -0.906
C 0.509 0.132 -1.171
C 0.492 1.646 -1.214
H -1.600 -0.627 2.452
H 0.006 -0.969 1.734
H -1.294 -2.130 1.459
H -1.766 0.783 0.553
H -2.699 -0.556 0.175
H -0.696 -1.690 -0.909
H -1.547 -0.359 -1.727
H 1.258 -0.101 -0.444
H 0.749 -0.231 -2.203
H 1.393 1.993 -1.705
H -0.369 2.022 -1.787
H 0.055 2.103 -0.308
H 3.227 0.740 1.480
H 2.476 -0.596 1.194
O 3.355 -0.225 1.405
*
```

***

5.
Below is one molecule with the formula C5H4Cl3N3, with properties calculated with the ωB97M-V functional and the def2-TZVPD basis.

Properties
- Molecular weight: 212.47 g mol⁻¹
- Gap between HOMO and LUMO (alpha / beta): 0.2317 / 0.2395 Ha
- Lowest unoccupied orbital energy (alpha / beta): -0.0820 / -0.0716 Ha
- Structure (SMILES): ClN(Cl)/N=c1\ccccn1Cl
- Energy relative to the best compared isomer or geometry (same formula, charge and spin): 157.1 kJ/mol

Structure (ORCA input):
```
! RIJCOSX wB97M-V def2-TZVPD def2/J DEFGRID3
* xyz 0 1
C 0.092 0.337 -0.394
C 0.485 -1.041 -0.506
C 0.069 0.836 0.904
C 0.345 -1.783 0.592
C 0.433 0.068 2.020
N 0.189 -1.373 1.892
N 1.001 0.443 3.107
N 1.499 1.520 3.511
Cl -1.629 -2.306 2.352
Cl 1.215 1.701 5.243
Cl 1.506 3.144 2.648
H -0.101 0.704 -1.418
H 0.738 -1.417 -1.573
H 0.171 1.922 1.189
H 0.250 -2.862 0.433
*
```

***

6.
Below is C15H13Cl2F2N3O2Ru as an isolated structure, with properties calculated with the ωB97M-V functional and the def2-TZVPD basis.

Properties
- Molecular weight: 477.26 g mol⁻¹
- Gap between HOMO and LUMO (alpha / beta): 0.2191 / 0.2225 Ha
- Lowest unoccupied orbital energy (alpha / beta): -0.1782 / -0.1748 Ha
- Energy relative to the best compared isomer or geometry (same formula, charge and spin): 97.6 kJ/mol

Structure (ORCA input):
```
! RIJCOSX wB97M-V def2-TZVPD def2/J DEFGRID3
* xyz 1 2
Ru 0.781 0.370 1.117
O 1.107 2.071 -3.241
C 0.189 1.284 -3.809
C -0.175 1.561 -5.129
C -1.109 0.783 -5.774
C -1.697 -0.309 -5.130
C -1.367 -0.589 -3.827
C -0.431 0.199 -3.139
C -0.134 -0.073 -1.741
O 0.776 0.577 -1.112
N -0.837 -1.031 -1.131
N -0.534 -1.159 0.129
C -1.189 -1.915 0.944
C -0.715 -1.995 2.300
C -1.365 -2.748 3.275
C -0.860 -2.775 4.561
C 0.308 -2.078 4.843
C 0.905 -1.357 3.827
N 0.406 -1.297 2.591
H 1.245 1.774 -2.327
H 0.298 2.404 -5.617
H -1.389 1.024 -6.790
H -2.414 -0.923 -5.656
H -1.823 -1.416 -3.303
H -2.061 -2.466 0.613
H -2.260 -3.293 3.009
H -1.365 -3.337 5.335
H 0.748 -2.093 5.829
H 1.830 -0.824 4.004
F 0.188 3.029 1.471
C -0.563 1.906 1.604
F -1.440 1.883 0.579
H -1.120 1.960 2.540
Cl 3.221 1.181 0.482
C 3.310 2.326 1.834
Cl 2.326 1.655 3.149
H 2.872 3.267 1.524
H 4.337 2.422 2.166
*
```

***

Number 1: DFT total energy -104088.7400 eV, largest force on an atom 0.76 eV/Å. Number 2: DFT total energy -21556.2012 eV, largest force on an atom 5.27 eV/Å. Number 3: DFT total energy -8831.1029 eV, largest force on an atom 0.59 eV/Å. Number 4: DFT total energy -7457.7179 eV, largest force on an atom 2.66 eV/Å. Number 5: DFT total energy -47280.2645 eV, largest force on an atom 3.51 eV/Å. Number 6: DFT total energy -57384.3129 eV, largest force on an atom 3.34 eV/Å.